Record 1
Entry from the Open Molecules 2025 dataset: C11H40HfN20O13 as an isolated structure (ωB97M-V/def2-TZVPD).

```
85
Properties=species:S:1:pos:R:3:lowdin_charge:R:1
Hf 1.240 -1.310 -0.753 2.20
C -1.272 -0.588 -0.021 -0.57
O -1.054 -1.833 -0.505 -0.23
O -0.396 -0.395 0.914 -0.18
O -0.881 0.144 -1.012 -0.13
C -2.513 0.627 4.539 -0.68
O -1.658 1.143 5.233 0.03
N -3.755 0.289 4.988 0.16
N -2.356 0.377 3.205 0.15
H -3.983 0.246 5.962 0.11
H -4.465 0.090 4.308 0.10
H -3.102 0.003 2.647 0.09
H -1.478 0.580 2.762 0.05
C -0.739 2.898 -4.406 -0.66
O -1.909 2.656 -4.203 0.06
N 0.332 2.364 -3.693 0.12
N -0.358 3.715 -5.429 0.18
H 0.892 3.091 -3.267 0.10
H -0.118 1.717 -3.050 0.07
H -1.145 4.038 -5.967 0.12
H 0.591 3.642 -5.744 0.10
C -3.310 -1.139 -3.760 -0.69
O -4.164 -1.351 -4.600 0.05
N -2.860 0.085 -3.431 0.17
N -2.773 -2.145 -2.992 0.15
H -2.203 0.213 -2.679 0.05
H -3.170 0.923 -3.887 0.09
H -2.976 -3.122 -3.081 0.10
H -1.966 -1.895 -2.435 0.03
C 0.622 -3.219 2.001 -0.56
O 1.198 -2.792 0.949 -0.16
N 0.934 -4.361 2.626 0.22
N -0.172 -2.390 2.694 0.24
H 0.453 -4.516 3.495 0.13
H 1.609 -4.979 2.213 0.13
H -0.406 -1.494 2.272 0.06
H -0.359 -2.685 3.637 0.13
C -3.454 -3.908 1.677 -0.67
O -3.803 -3.790 2.834 0.04
N -3.524 -2.892 0.735 0.15
N -2.677 -4.926 1.240 0.15
H -2.750 -2.928 0.093 0.03
H -4.376 -2.400 0.539 0.11
H -2.328 -5.635 1.857 0.11
H -2.291 -4.876 0.315 0.09
C -0.356 3.611 0.341 -0.69
O 0.133 4.722 0.494 0.03
N -0.010 2.551 1.123 0.16
N -1.186 3.322 -0.709 0.18
H 0.683 2.703 1.850 0.06
H -0.259 1.610 0.860 0.05
H -1.492 4.133 -1.216 0.11
H -1.569 2.397 -0.780 0.07
C 3.628 -0.251 1.448 -0.58
O 2.490 -0.539 0.961 -0.14
N 3.971 1.007 1.645 0.24
N 4.576 -1.173 1.657 0.21
H 4.859 1.295 2.025 0.15
H 3.489 1.766 1.186 0.09
H 4.327 -2.149 1.632 0.12
H 5.470 -0.994 2.084 0.13
C 0.417 -1.352 -4.248 -0.56
O 0.694 -1.212 -3.016 -0.14
N 0.333 -0.293 -5.053 0.24
N 0.468 -2.534 -4.941 0.19
H 0.630 0.605 -4.673 0.08
H 0.008 -0.310 -6.006 0.15
H 1.138 -2.447 -5.689 0.12
H 0.446 -3.380 -4.397 0.12
C 2.533 1.898 -1.376 -0.59
O 1.848 0.861 -1.206 -0.12
N 3.422 2.042 -2.383 0.21
N 2.528 2.898 -0.469 0.22
H 3.535 1.215 -2.942 0.12
H 4.049 2.825 -2.336 0.13
H 1.863 3.091 0.276 0.09
H 3.205 3.625 -0.640 0.14
C 2.051 1.793 4.096 -0.64
O 1.999 2.576 3.158 0.00
N 2.848 1.947 5.198 0.18
N 1.397 0.585 4.085 0.18
H 3.281 2.840 5.348 0.12
H 2.727 1.212 5.868 0.10
H 1.043 0.350 3.174 0.07
H 1.654 -0.116 4.754 0.10
```

Results
**E_LUMO**: -8.51 eV
**Electronic energy**: -2564.27011 Ha
**Frontier orbital gap**: 4.70 eV
**Charge**: +2

---

Record 2
Entry from the Open Molecules 2025 dataset: a 10-piece molecular cluster, C34H92N4O10 overall (ωB97M-V/def2-TZVPD).

```
140
Properties=species:S:1:pos:R:3:lowdin_charge:R:1
C -2.301 2.207 5.354 -0.11
O -1.862 2.361 6.711 -0.20
C -2.613 3.364 7.414 -0.19
C -1.851 3.676 8.746 -0.41
C -1.538 2.414 9.563 -0.08
N -2.692 4.444 9.658 0.01
H -3.107 1.497 5.171 0.08
H -1.366 1.784 4.987 0.09
H -2.505 3.130 4.811 0.08
H -2.630 4.329 6.908 0.11
H -3.641 3.013 7.500 0.12
H -0.906 4.208 8.637 0.14
H -2.424 1.859 9.871 0.08
H -0.933 2.767 10.398 0.07
H -0.811 1.758 9.084 0.07
H -3.637 4.136 9.834 0.07
H -2.785 5.394 9.326 0.06
C 5.270 3.841 -5.325 -0.09
O 4.100 3.418 -6.022 -0.22
C 2.812 3.816 -5.459 -0.17
C 1.543 3.085 -6.000 -0.45
C 0.267 3.580 -5.467 -0.09
N 1.743 1.720 -5.518 0.04
H 5.108 3.719 -4.254 0.09
H 5.345 4.837 -5.760 0.09
H 6.162 3.333 -5.691 0.08
H 2.841 3.812 -4.370 0.12
H 2.609 4.863 -5.684 0.11
H 1.556 3.112 -7.090 0.14
H -0.005 4.632 -5.553 0.08
H 0.152 3.442 -4.391 0.07
H -0.630 3.080 -5.834 0.08
H 2.661 1.599 -5.921 0.06
H 1.203 1.149 -6.153 0.07
C 0.216 -10.289 3.457 -0.06
O -0.302 -9.178 2.643 -0.20
C -1.170 -8.336 3.369 -0.24
C -1.939 -7.508 2.331 -0.44
C -1.126 -6.379 1.743 -0.06
N -3.172 -6.971 2.916 0.04
H 0.969 -10.942 3.015 0.08
H -0.606 -10.886 3.852 0.08
H 0.863 -9.768 4.163 0.08
H -1.867 -8.975 3.912 0.11
H -0.686 -7.710 4.119 0.13
H -2.156 -8.206 1.521 0.13
H -1.492 -5.396 2.039 0.07
H -1.206 -6.434 0.657 0.08
H -0.072 -6.438 2.015 0.08
H -2.878 -6.084 3.299 0.06
H -3.481 -7.607 3.637 0.06
C 1.347 -4.505 -6.507 -0.08
O 1.699 -4.739 -7.899 -0.20
C 0.603 -4.621 -8.773 -0.21
C 0.073 -3.136 -8.955 -0.46
C -1.019 -3.059 -9.990 -0.07
N 1.211 -2.323 -9.356 0.04
H 1.203 -3.451 -6.272 0.09
H 2.127 -4.946 -5.887 0.08
H 0.514 -5.152 -6.232 0.08
H 0.896 -4.965 -9.765 0.13
H -0.250 -5.163 -8.364 0.11
H -0.376 -2.773 -8.031 0.12
H -1.736 -3.869 -9.858 0.08
H -0.696 -3.089 -11.031 0.08
H -1.474 -2.076 -9.870 0.08
H 2.130 -2.477 -8.967 0.07
H 1.318 -2.830 -10.223 0.06
C -6.478 2.927 -0.571 -0.05
C -7.703 2.566 0.315 -0.47
C -7.922 3.171 1.758 -0.04
O -8.852 2.659 -0.470 -0.06
H -6.744 2.758 -1.614 0.07
H -5.700 2.182 -0.402 0.07
H -6.051 3.928 -0.506 0.07
H -7.518 1.506 0.490 0.12
H -7.056 3.101 2.416 0.07
H -8.784 2.677 2.209 0.07
H -8.333 4.180 1.772 0.07
H -9.030 1.933 -1.073 0.10
C -5.158 -4.276 -2.406 -0.05
C -4.448 -3.578 -3.635 -0.45
C -5.295 -3.903 -4.938 -0.06
O -4.594 -2.189 -3.466 -0.07
H -4.614 -4.320 -1.463 0.06
H -5.350 -5.307 -2.704 0.07
H -6.081 -3.754 -2.151 0.08
H -3.401 -3.801 -3.838 0.13
H -6.329 -3.740 -4.637 0.07
H -5.129 -4.935 -5.249 0.07
H -5.104 -3.189 -5.740 0.07
H -3.827 -1.866 -2.989 0.09
C 2.120 0.241 -0.881 -0.06
C 0.706 0.691 -0.445 -0.49
C 0.670 2.164 -0.121 -0.06
O -0.098 0.233 -1.531 -0.06
H 2.615 0.851 -1.636 0.08
H 2.138 -0.780 -1.262 0.08
H 2.712 0.311 0.031 0.07
H 0.293 0.163 0.414 0.13
H 0.965 2.679 -1.036 0.07
H 1.386 2.425 0.658 0.08
H -0.338 2.537 0.061 0.08
H 0.212 0.823 -2.222 0.07
C 3.606 3.097 5.754 -0.07
C 4.724 3.456 6.742 -0.46
C 4.175 4.310 7.931 -0.05
O 5.241 2.211 7.300 -0.07
H 3.774 2.306 5.023 0.07
H 3.503 3.972 5.113 0.07
H 2.724 2.799 6.321 0.08
H 5.538 3.979 6.240 0.13
H 5.093 4.711 8.360 0.07
H 3.439 3.810 8.561 0.08
H 3.648 5.171 7.521 0.07
H 5.981 2.005 6.724 0.08
C 5.482 -4.484 2.699 -0.05
C 4.682 -4.608 4.071 -0.51
C 4.303 -6.079 4.343 -0.06
O 5.381 -4.004 5.070 -0.02
H 6.099 -5.360 2.501 0.06
H 6.152 -3.628 2.618 0.07
H 4.944 -4.519 1.751 0.07
H 3.739 -4.085 3.912 0.12
H 3.544 -6.095 5.125 0.07
H 5.092 -6.727 4.724 0.08
H 3.840 -6.538 3.469 0.07
H 4.725 -3.756 5.725 0.10
C 2.457 8.073 -0.879 -0.04
C 3.174 8.750 -2.060 -0.55
C 2.379 9.845 -2.763 -0.07
O 4.319 9.303 -1.578 -0.03
H 2.438 8.751 -0.026 0.08
H 3.167 7.339 -0.497 0.07
H 1.468 7.677 -1.112 0.08
H 3.377 8.090 -2.903 0.13
H 2.241 10.714 -2.119 0.08
H 1.356 9.543 -2.987 0.08
H 2.911 10.217 -3.639 0.08
H 4.801 9.583 -2.360 0.10
```

Results
**E_LUMO**: 0.19 eV
**Electronic energy**: -2321.72974 Ha
**SMILES string**: COC[C@H](C)N.COC[C@H](C)N.COC[C@H](C)N.COC[C@H](C)N.CC(C)O.CC(C)O.CC(C)O.CC(C)O.CC(C)O.CC(C)O
**Frontier orbital gap**: 9.27 eV
**Charge**: 0

---

Record 3
Entry from the Open Molecules 2025 dataset: one molecule with the formula C5H8O (ωB97M-V/def2-TZVPD).

```
14
Properties=species:S:1:pos:R:3:lowdin_charge:R:1
C -2.154 0.102 0.447 -0.06
O -1.672 -0.915 -0.393 -0.05
C -0.542 -0.775 -1.033 -0.24
C 0.127 0.428 -1.151 -0.03
C 1.053 -0.031 -0.322 -0.32
C 2.153 0.565 0.415 -0.12
H -2.175 1.042 -0.099 0.09
H -3.144 -0.132 0.843 0.10
H -1.485 0.239 1.296 0.10
H 0.972 -1.199 0.056 0.15
H -0.371 -1.493 -1.830 0.15
H 1.905 0.595 1.479 0.08
H 3.057 -0.013 0.217 0.08
H 2.277 1.587 0.073 0.08
```

Results
**E_LUMO**: 0.94 eV
**Electronic energy**: -270.36544 Ha
**Frontier orbital gap**: 9.41 eV
**Charge**: 0

---

Record 4
Entry from the Open Molecules 2025 dataset: a 2-piece molecular cluster, CH2Br3PS overall (ωB97M-V/def2-TZVPD).

```
8
Properties=species:S:1:pos:R:3:lowdin_charge:R:1
C 2.015 -0.036 -0.051 -0.60
P -1.251 0.270 0.097 -0.36
S -1.822 -0.793 1.635 0.12
Br 1.960 -1.817 0.283 0.65
Br -2.576 2.110 0.010 0.15
Br -1.932 -0.766 -1.883 0.10
H 1.787 0.363 -0.921 -0.09
H 1.819 0.670 0.828 0.03
```

Results
**E_LUMO (alpha / beta)**: -3.41 / -0.87 eV
**Electronic energy**: -8500.82580 Ha
**Frontier orbital gap (alpha / beta)**: 5.33 / 8.71 eV
**Charge**: 0

---

Record 5
Entry from the Open Molecules 2025 dataset: C5H10AlBr12O2 as an isolated structure (ωB97M-V/def2-TZVPD).

```
30
Properties=species:S:1:pos:R:3:lowdin_charge:R:1
O -0.032 0.709 0.757 -0.19
O 0.518 -0.532 1.181 -0.47
C 1.946 -0.516 0.894 -0.31
Al 2.846 1.170 1.600 0.27
H 0.075 0.738 -0.207 0.03
H 2.311 -1.457 1.305 0.06
H 2.052 -0.490 -0.201 -0.02
H 2.184 1.673 2.982 -0.33
H 4.439 0.978 1.817 -0.13
H 2.598 2.363 0.532 -0.11
C 0.076 1.638 6.175 -1.53
Br -1.792 1.468 5.716 0.48
Br 1.300 1.525 4.449 0.54
Br 0.401 3.270 7.168 0.46
H 0.300 0.824 6.853 -0.06
C 3.983 0.211 -2.982 -1.64
Br 4.322 -1.645 -2.594 0.56
Br 2.145 0.665 -2.665 0.60
Br 5.167 1.363 -2.011 0.57
H 4.172 0.354 -4.035 -0.04
C -2.895 -2.162 -1.046 -1.62
Br -2.521 -3.717 -2.139 0.53
Br -4.374 -2.494 0.142 0.54
Br -1.345 -1.521 -0.107 0.85
H -3.225 -1.390 -1.728 -0.11
C -4.849 -0.692 -4.402 -1.65
Br -6.036 -1.486 -3.123 0.58
Br -5.765 -0.182 -6.017 0.56
Br -3.879 0.781 -3.640 0.60
H -4.122 -1.445 -4.673 -0.03
```

Results
**E_LUMO**: 1.40 eV
**Electronic energy**: -31477.42993 Ha
**Frontier orbital gap**: 6.61 eV
**Charge**: -1

---

Record 6
Entry from the Open Molecules 2025 dataset: a 8-piece molecular cluster, C7H31N14O8 overall (ωB97M-V/def2-TZVPD).

```
60
Properties=species:S:1:pos:R:3:lowdin_charge:R:1
O -14.841 18.009 3.967 0.20
H -13.903 18.314 3.997 0.09
H -14.921 17.307 4.676 0.08
H -15.499 18.728 4.011 0.11
C -11.944 20.375 3.552 -0.65
O -12.790 19.539 3.195 -0.04
N -10.752 20.651 3.026 0.19
N -12.288 21.193 4.579 0.19
H -10.537 20.286 2.111 0.12
H -10.175 21.382 3.397 0.11
H -13.278 21.111 4.775 0.10
H -11.750 21.996 4.845 0.11
C -15.078 14.935 5.791 -0.63
O -15.225 16.164 5.823 0.00
N -15.753 14.200 4.848 0.16
N -14.152 14.223 6.419 0.20
H -15.655 13.202 4.915 0.09
H -16.430 14.512 4.176 0.11
H -13.486 14.786 6.923 0.11
H -14.251 13.228 6.380 0.11
C -12.158 17.816 6.526 -0.65
O -13.247 18.228 6.142 0.03
N -10.999 17.908 5.830 0.18
N -12.020 17.166 7.721 0.16
H -11.166 18.290 4.913 0.08
H -10.173 17.948 6.397 0.11
H -12.854 16.869 8.195 0.10
H -11.096 16.920 8.024 0.10
C -18.627 19.975 5.697 -0.69
O -18.088 19.369 4.766 0.01
N -19.179 21.184 5.525 0.15
N -18.727 19.482 6.946 0.17
H -19.774 21.590 6.228 0.10
H -19.462 21.369 4.574 0.11
H -18.220 18.661 7.222 0.11
H -19.575 19.769 7.403 0.10
C -14.317 17.720 0.171 -0.66
O -14.671 16.943 1.083 -0.01
N -14.163 17.433 -1.146 0.17
N -13.802 18.911 0.503 0.16
H -14.407 16.475 -1.346 0.12
H -13.615 17.973 -1.786 0.11
H -13.721 19.230 1.459 0.06
H -13.850 19.535 -0.289 0.11
C -16.041 21.515 3.232 -0.64
O -15.519 20.738 4.017 0.02
N -15.819 21.487 1.883 0.16
N -16.793 22.621 3.520 0.16
H -16.606 21.914 1.427 0.10
H -15.389 20.679 1.467 0.08
H -17.120 23.245 2.810 0.10
H -17.181 22.621 4.451 0.09
C -11.993 15.167 2.787 -0.69
O -11.215 14.377 3.320 0.00
N -13.283 14.816 2.588 0.16
N -11.710 16.439 2.379 0.17
H -13.650 13.927 2.859 0.10
H -13.737 15.475 1.962 0.05
H -12.330 17.021 1.847 0.06
H -10.768 16.743 2.554 0.10
```

Results
**E_LUMO**: -1.79 eV
**Electronic energy**: -1653.89483 Ha
**Frontier orbital gap**: 9.39 eV
**Charge**: +1

---

Record 7
Entry from the Open Molecules 2025 dataset: C28H38CaN9P as an isolated structure (ωB97M-V/def2-TZVPD).

```
77
Properties=species:S:1:pos:R:3:lowdin_charge:R:1
Ca -1.137 1.581 -0.398 1.19
N 2.987 3.718 0.256 0.12
C 1.836 3.297 -0.237 -0.12
N 0.847 2.965 0.560 0.06
C 1.033 2.844 1.930 -0.28
N 0.185 2.222 2.676 0.06
N -0.987 1.995 2.097 -0.07
C -1.969 1.484 2.807 -0.06
C -3.267 1.370 2.196 -0.26
C -4.460 1.569 2.947 -0.02
C -5.677 1.445 2.310 -0.04
C -5.703 1.031 0.948 -0.04
C -4.517 0.969 0.230 -0.10
N -3.306 1.095 0.859 0.02
C 2.273 3.365 2.495 -0.08
C 2.500 3.666 3.878 0.01
C 3.686 4.252 4.328 -0.06
C 4.664 4.568 3.383 -0.06
C 4.404 4.359 2.041 -0.02
C 3.231 3.780 1.627 -0.21
H 3.701 4.118 -0.360 0.17
H 1.785 3.254 -1.338 0.16
H -1.877 1.189 3.865 0.13
H -4.370 1.891 3.982 0.12
H -6.624 1.551 2.873 0.12
H -6.641 0.888 0.442 0.10
H -4.536 0.724 -0.832 0.12
H 1.692 3.466 4.573 0.11
H 3.799 4.492 5.393 0.11
H 5.662 4.945 3.608 0.11
H 5.122 4.614 1.257 0.12
N -2.705 7.779 -2.836 0.07
C -2.420 6.651 -2.831 -0.42
N -2.134 5.391 -2.999 0.06
C -2.050 4.372 -2.265 -0.42
N -1.907 3.416 -1.618 -0.06
C -1.624 -2.904 -3.031 -0.12
C -1.388 -3.080 -1.514 -0.58
C -2.543 -2.395 -0.769 -0.13
C -1.345 -4.568 -1.169 -0.11
P 0.235 -1.922 -1.119 0.82
N -0.209 -0.412 -1.163 -0.49
C 1.571 -2.381 -2.482 -0.59
C 2.921 -1.658 -2.199 -0.11
C 1.792 -3.888 -2.789 -0.08
C 1.069 -1.619 -3.721 -0.15
C 1.017 -2.513 0.579 -0.62
C 1.595 -3.890 0.523 -0.11
C -0.124 -2.469 1.650 -0.09
C 2.066 -1.439 0.924 -0.12
H -2.665 -3.192 -3.279 0.09
H -0.844 -3.491 -3.599 0.08
H -1.501 -1.852 -3.191 0.05
H -3.488 -2.496 -1.339 0.08
H -2.376 -1.300 -0.699 0.03
H -2.680 -2.903 0.205 0.07
H -2.262 -5.061 -1.574 0.09
H -1.309 -4.762 -0.090 0.06
H -0.510 -5.160 -1.583 0.06
H 3.395 -2.026 -1.245 0.06
H 2.737 -0.589 -2.063 0.07
H 3.609 -1.783 -3.073 0.09
H 2.316 -4.407 -1.962 0.06
H 2.372 -3.966 -3.714 0.08
H 0.803 -4.408 -2.877 0.05
H 0.847 -0.573 -3.432 0.06
H 0.141 -2.014 -4.164 0.04
H 1.930 -1.620 -4.427 0.08
H 0.892 -4.656 0.100 0.08
H 1.930 -4.256 1.503 0.09
H 2.576 -3.868 0.000 0.07
H -0.722 -3.405 1.637 0.07
H -0.734 -1.599 1.497 0.04
H 0.338 -2.378 2.641 0.08
H 3.004 -1.483 0.339 0.04
H 2.375 -1.538 2.017 0.10
H 1.668 -0.390 0.807 0.06
```

Results
**E_LUMO**: -1.43 eV
**Electronic energy**: -2601.52464 Ha
**Frontier orbital gap**: 5.62 eV
**Charge**: 0

---

Record 8
Entry from the Open Molecules 2025 dataset: one molecule with the formula ClH2NOS2 (ωB97M-V/def2-TZVPD).

```
7
Properties=species:S:1:pos:R:3:lowdin_charge:R:1
N 0.617 0.679 -0.470 -0.65
O 0.190 -1.274 1.209 -0.57
S -1.839 -0.971 -1.267 0.29
S -0.657 -0.296 0.026 0.29
Cl 1.685 0.979 0.870 0.60
H 0.979 0.196 -1.246 0.01
H -0.976 0.687 0.878 0.02
```

Results
**E_LUMO (alpha / beta)**: 0.11 / -3.87 eV
**Electronic energy**: -1387.44383 Ha
**Spin multiplicity**: 3
**Frontier orbital gap (alpha / beta)**: 7.00 / 6.07 eV
**Charge**: 0